{"formula": "C12H19CoIN5OS", "method": "ωB97M-V/def2-TZVPD", "elements": ["C", "C", "H", "H", "C", "N", "H", "C", "C", "H", "H", "N", "O", "H", "H", "C", "C", "C", "C", "H", "C", "H", "C", "S", "C", "H", "H", "I", "N", "H", "H", "H", "H", "N", "H", "H", "N", "Co", "H", "H"], "xyz": [[0.440, 2.614, -3.266], [-0.184, 0.565, 2.897], [-0.089, 1.204, 3.775], [2.105, 1.257, -3.220], [2.296, 0.546, 2.477], [0.639, 0.158, 0.638], [1.657, 2.604, 0.794], [-1.623, 1.780, -2.398], [0.356, 0.353, -2.392], [1.286, 0.466, -0.084], [1.762, -1.533, 0.981], [-2.326, -2.318, -0.305], [0.983, -0.769, -2.161], [-2.871, -0.265, -1.335], [-2.449, -5.218, 0.946], [-1.873, -3.448, 0.126], [0.862, 2.357, 1.502], [0.921, 0.885, 1.895], [-1.808, -0.455, -1.458], [0.174, -1.623, 1.435], [-1.010, 0.551, -2.091], [1.008, 3.416, -3.722], [1.060, 1.421, -2.988], [-0.221, -3.976, -0.073], [-0.919, 2.807, -2.972], [0.987, 2.988, 2.382], [-1.401, 3.749, -3.196], [2.892, -3.029, -0.999], [-1.373, -1.567, -0.970], [-3.707, -4.075, 0.716], [-0.097, 2.587, 1.036], [2.348, -0.483, 2.838], [3.082, 0.693, 1.733], [0.808, -1.257, 0.728], [-1.163, 0.731, 2.447], [-0.132, -0.468, 3.251], [-2.723, -4.259, 0.819], [0.465, -2.087, -0.952], [-2.674, 1.905, -2.162], [2.512, 1.194, 3.328]], "nbo_charge": [-0.1628, -0.6240, 0.2218, 0.2283, -0.6404, -0.4759, 0.2133, -0.1377, 0.4572, 0.3749, 0.4066, -0.4170, -0.7580, 0.2060, 0.3989, 0.2568, -0.6100, 0.0989, 0.1609, 0.4018, -0.2409, 0.2152, -0.3071, -0.1932, -0.2708, 0.2172, 0.2170, -0.4852, -0.3349, 0.3995, 0.2266, 0.2069, 0.2193, -0.5549, 0.2258, 0.2005, -0.7990, 1.0244, 0.2088, 0.2250], "homo_energy_ha": [-0.2960, -0.2959], "lumo_energy_ev": [-0.857, -0.852], "gap_ev": [7.20, 7.20]}

{"formula": "C7H11N", "method": "ωB97M-V/def2-TZVPD", "elements": ["H", "H", "H", "H", "H", "C", "C", "C", "H", "H", "H", "C", "C", "H", "N", "H", "C", "H", "C"], "xyz": [[-1.474, 2.540, -0.964], [-2.224, -0.140, -1.429], [2.722, -0.209, -0.137], [0.780, -1.460, 0.920], [2.053, -1.453, -1.260], [-1.038, 1.635, -0.596], [-1.381, 0.306, -0.857], [-0.112, 1.725, 0.520], [-0.182, 2.649, 1.164], [-0.591, -1.715, -1.090], [-1.427, -0.614, 1.403], [0.716, -0.562, 0.256], [1.886, -0.461, -0.746], [1.870, 0.446, -1.413], [-1.617, -1.357, 0.681], [-1.274, -2.181, 1.116], [-0.741, -0.889, -0.324], [1.344, 0.947, 1.791], [0.690, 0.795, 0.964]], "nbo_charge": [0.2257, 0.2158, 0.2097, 0.2025, 0.2076, -0.2576, -0.1258, -0.2304, 0.2099, 0.1983, 0.3516, -0.2651, -0.6133, 0.2226, -0.8029, 0.3506, -0.0997, 0.2088, -0.2083], "homo_energy_ha": -0.3098, "smiles": "C[C@H]1C=CC=C[C@@H]1N", "lumo_energy_ev": 0.869, "gap_ev": 9.30}

{"formula": "C8H15NO4", "method": "ωB97M-V/def2-TZVPD", "elements": ["O", "H", "H", "H", "O", "C", "H", "C", "H", "C", "H", "C", "C", "H", "N", "H", "H", "O", "H", "C", "C", "O", "H", "H", "H", "H", "H", "C"], "xyz": [[1.190, 0.052, 1.964], [-0.260, -1.983, 1.090], [-2.819, 0.861, 1.469], [1.388, 1.847, -1.884], [-2.516, -0.415, -0.700], [-1.040, -1.880, 0.388], [3.461, 2.237, 0.824], [2.280, 0.730, 1.862], [1.523, 2.382, 0.420], [0.507, 0.121, -1.855], [-0.580, -2.020, -0.589], [-2.136, 0.027, 1.766], [-0.287, -0.684, -2.507], [0.464, 0.116, 1.267], [1.554, 0.909, -1.733], [-1.191, -0.876, -2.000], [2.890, -0.304, -0.620], [-0.511, 0.560, -0.065], [-1.906, -2.393, 0.566], [-1.510, -0.333, 0.332], [2.692, 0.785, -0.712], [3.102, 0.565, 2.751], [-1.220, 0.368, 2.342], [-2.596, 0.458, -1.070], [-2.727, -0.722, 2.109], [3.421, 1.173, -1.255], [-0.131, -1.025, -3.599], [2.467, 1.716, 0.582]], "nbo_charge": [-0.7117, 0.2093, 0.2068, 0.3959, -0.7648, -0.6575, 0.2517, 0.7962, 0.2539, 0.5225, 0.1969, -0.6482, -0.4811, 0.5313, -0.5732, 0.2933, 0.2276, -0.8304, 0.2125, 0.5452, -0.1908, -0.6020, 0.2254, 0.4708, 0.2094, 0.1962, 0.2596, -0.5448], "homo_energy_ha": -0.3297, "lumo_energy_ev": 0.156, "gap_ev": 9.13}

{"formula": "CH3ClOS2", "method": "ωB97M-V/def2-TZVPD", "elements": ["S", "O", "C", "H", "S", "H", "Cl", "H"], "xyz": [[-1.093, -0.014, 1.032], [2.581, -1.629, -1.000], [-1.454, 1.163, -0.319], [-2.455, 1.073, -0.478], [2.225, -1.051, 0.327], [-0.870, 0.743, -1.097], [2.536, -2.561, 1.651], [-1.470, 2.277, -0.116]], "nbo_charge": [0.0894, -0.7601, -0.7822, 0.2126, 0.9728, 0.2334, -0.2176, 0.2517], "homo_energy_ha": [-0.3494, -0.3237], "lumo_energy_ev": [-1.405, -2.190], "gap_ev": [8.10, 6.62]}

For the records above, the corresponding energy above the lowest of the compared OMol25 structures with the same formula, charge and spin values read 3.1, 56.3, 107.0, 56.7 kcal/mol.